# 1
ORCA calculation (ωB97M-V with the def2-TZVPD basis set) on 2 unconnected molecules or ions with the total composition C2H2Cl2OS.

Positions of all 8 atoms, in Å:
1 S 1.950419 1.739098 -0.262166
2 C 1.848475 0.243497 0.294085
3 Cl 2.083814 -1.000858 -0.857980
4 Cl 1.832266 -0.264648 1.956412
5 C -1.922308 -0.160868 -0.285946
6 O -1.242669 -1.092842 -0.560030
7 H -2.819209 0.040571 -0.818956
8 H -1.730789 0.496053 0.534581

Atoms 1-3, force components in eV/Å:
S -0.5 0.5 0.7
C 1.0 0.3 -0.4
Cl -0.2 -0.9 0.3

As for the SMILES: S=C(Cl)Cl.C=O. As for the frontier orbital gap: 8.56 eV. Its highest occupied orbital energy is -9.43 eV.


# 2
ORCA calculation (ωB97M-V with the def2-TZVPD basis set) on a molecular structure, C4H7NO4.

Positions of all 16 atoms, in Å:
1 C 0.762644 -0.654343 0.233357
2 C 1.786103 0.357946 -0.339559
3 C -0.506098 -0.705228 -0.487746
4 C -1.386683 0.563226 -0.424658
5 H 1.196570 -1.250860 2.554765
6 H 0.456439 0.464406 2.075254
7 H 1.208054 -1.750704 0.194065
8 H -0.462571 -1.090152 -1.501392
9 H -1.284089 -1.479982 0.004246
10 H -3.098082 0.961777 -1.217030
11 H 0.274889 1.582656 -0.787708
12 N 0.467813 -0.567724 1.758625
13 O 3.147756 0.238081 -0.014256
14 O -1.179863 1.767199 -0.289344
15 O -2.586878 0.006182 -0.883355
16 O 1.203995 1.557520 -0.875263

Atoms 1-3, force components in eV/Å:
C 2.6 -3.2 2.4
C 6.0 2.1 2.7
C -3.2 -0.7 1.7

As for the frontier orbital gap: 10.04 eV. Its highest occupied orbital energy is -9.90 eV.


# 3
ORCA calculation (ωB97M-V with the def2-TZVPD basis set) on 2 unconnected molecules or ions with the total composition C2H8NOS.

Positions of all 13 atoms, in Å:
1 C 1.299884 -1.725119 0.444998
2 S 0.593588 -1.552227 -1.266073
3 H 0.491405 -1.569643 1.158338
4 H 1.685958 -2.731464 0.596158
5 H 2.075285 -0.967872 0.490539
6 N 0.122650 1.707484 -0.131090
7 C -1.189809 1.149025 0.241424
8 O -1.727083 0.226848 -0.633391
9 H -0.031706 2.185505 -1.028752
10 H 0.651066 0.934161 -0.563837
11 H -1.099149 0.792344 1.274938
12 H -1.859181 2.022924 0.233253
13 H -1.012906 -0.471960 -0.816504

Atoms 1-3, force components in eV/Å:
C -0.6 0.0 -1.1
S 0.4 -0.5 0.1
H 0.2 0.2 0.3

The net charge is -1. As for the frontier orbital gap: 7.21 eV. Its highest occupied orbital energy is -2.92 eV.


# 4
ORCA calculation (ωB97M-V with the def2-TZVPD basis set) on a molecular structure, C16H41NNaO5.

Positions of all 64 atoms, in Å:
1 Na -10.559870 -18.100420 20.598850
2 C -5.387740 -21.514950 19.036870
3 C -5.852670 -20.718930 20.200070
4 C -4.907820 -20.746830 21.411740
5 C -3.613490 -19.955990 21.263610
6 C -4.056890 -18.511670 20.981190
7 C -5.015630 -18.319660 19.750080
8 N -6.106250 -19.280040 19.831770
9 O -7.021560 -19.051320 18.803390
10 C -5.578500 -16.838560 19.933350
11 C -4.165240 -18.452780 18.501750
12 C -7.170260 -21.403400 20.620770
13 H -6.109140 -21.572200 18.221780
14 H -5.086030 -22.519120 19.334710
15 H -4.508750 -21.046690 18.593890
16 H -5.474990 -20.435350 22.288890
17 H -4.540960 -21.744200 21.654190
18 H -2.989220 -20.368080 20.470800
19 H -3.041220 -19.969600 22.191190
20 H -3.183350 -17.906540 20.738660
21 H -4.558750 -18.127460 21.869230
22 H -4.882900 -16.018210 19.756580
23 H -6.399440 -16.655350 19.240090
24 H -6.139430 -16.698740 20.857430
25 H -4.771980 -18.807810 17.668720
26 H -3.768600 -17.542810 18.051500
27 H -3.275810 -19.071800 18.619270
28 H -7.062400 -22.446440 20.918320
29 H -7.836170 -21.279360 19.766780
30 H -7.646720 -20.807740 21.399400
31 H -6.478890 -19.263570 18.040470
32 C -14.375610 -19.547870 16.106960
33 C -14.119960 -20.023620 17.540060
34 O -12.766320 -20.242080 17.838930
35 H -15.406270 -19.213100 16.224310
36 H -14.335070 -20.366510 15.388430
37 H -13.696630 -18.745070 15.819560
38 H -14.680000 -20.954120 17.632970
39 H -14.477160 -19.357930 18.325780
40 H -12.392860 -20.868220 17.214370
41 C -7.361430 -15.866220 25.761310
42 C -8.283750 -16.976120 25.162540
43 O -9.347530 -16.375550 24.478470
44 H -6.438680 -16.384810 26.021510
45 H -7.707020 -15.403240 26.685610
46 H -7.197700 -15.147530 24.958330
47 H -8.645290 -17.591830 25.986120
48 H -7.649420 -17.679960 24.623720
49 H -9.912840 -15.982170 25.147260
50 C -13.512810 -14.249320 20.419060
51 C -13.010910 -14.280060 18.976640
52 O -11.733060 -14.906120 18.991130
53 H -14.574370 -14.021060 20.514360
54 H -13.044970 -13.552630 21.114650
55 H -13.419720 -15.195070 20.952890
56 H -12.873580 -13.310600 18.497700
57 H -13.648520 -14.915170 18.361660
58 H -11.402810 -14.877240 18.090180
59 C -13.989120 -19.248300 24.208450
60 O -13.018030 -19.901880 23.411340
61 H -14.471120 -20.079310 24.723420
62 H -13.497640 -18.590830 24.925580
63 H -14.655950 -18.648470 23.589050
64 H -12.645490 -20.561870 24.000600

Atoms 1-3, force components in eV/Å:
Na 0.0 0.1 -0.1
C 1.6 -0.2 -1.2
C -0.8 0.1 0.4

The net charge is +1. As for the frontier orbital gap: 6.84 eV. Its highest occupied orbital energy is -10.85 eV.


# 5
ORCA calculation (ωB97M-V with the def2-TZVPD basis set) on a gas-phase ion, C12H26BFN3O4S (charge +1).

Positions of all 48 atoms, in Å:
1 C -1.201634 1.470134 3.022043
2 C 0.261201 1.801263 3.318713
3 C 1.248009 0.643673 3.093349
4 C 1.960978 0.651858 1.729774
5 C 1.418234 -0.313605 0.702588
6 F 0.063434 -0.526253 0.896700
7 O 2.048572 -1.530280 0.864939
8 C 1.866519 -2.526277 -0.122702
9 B 0.462502 -3.318522 0.014282
10 O -0.461432 -3.228096 -0.989850
11 O 0.356486 -4.147304 1.096501
12 N 2.150110 -1.916326 -1.463323
13 C 2.466884 -0.629047 -1.395934
14 N 3.520366 -0.082887 -1.944121
15 S 4.697778 -0.999489 -2.821552
16 N 1.593191 0.215824 -0.698162
17 C 0.327762 0.309758 -1.501573
18 C -0.440986 1.582609 -1.186380
19 C -1.740458 1.627432 -2.004044
20 C -2.874119 0.974172 -1.235029
21 O -3.981903 0.852658 -2.088218
22 C -5.064945 0.131100 -1.532826
23 H -1.332730 0.994470 2.049877
24 H -1.625871 0.834746 3.801444
25 H -1.797537 2.385487 3.014809
26 H 0.333373 2.121296 4.359860
27 H 0.568632 2.664102 2.719569
28 H 0.757944 -0.317565 3.265874
29 H 2.031791 0.726104 3.847857
30 H 1.982703 1.647757 1.287201
31 H 3.000658 0.350488 1.874554
32 H 2.684631 -3.228172 0.054535
33 H -1.309965 -2.825602 -0.763971
34 H -0.143886 -3.823563 1.855699
35 H 2.693699 -2.507108 -2.081069
36 H 3.616469 0.921836 -1.863633
37 H 5.422963 0.074818 -3.146672
38 H -0.279895 -0.588065 -1.397045
39 H 0.630607 0.346015 -2.552380
40 H -0.701610 1.593043 -0.125028
41 H 0.195269 2.444759 -1.390058
42 H -1.610981 1.100254 -2.953046
43 H -2.005126 2.663182 -2.216045
44 H -3.132836 1.578463 -0.353628
45 H -2.565114 -0.023153 -0.874901
46 H -5.000823 0.076901 -0.441160
47 H -5.093260 -0.887280 -1.933720
48 H -5.995654 0.634394 -1.794096

Atoms 1-3, force components in eV/Å:
C 0.0 0.3 0.0
C -0.2 -0.1 -0.1
C 0.2 0.2 0.2

As for the SMILES: CCCC[C@]1(F)O[C@@H](B(O)O)NC(NS)=[N+]1CCCCOC. The net charge is +1. As for the frontier orbital gap: 8.76 eV. Its highest occupied orbital energy is -12.04 eV.


# 6
ORCA calculation (ωB97M-V with the def2-TZVPD basis set) on a gas-phase ion, C6H8ClN4O (charge +1).

Positions of all 20 atoms, in Å:
1 C 0.940708 -2.656745 0.162586
2 C -0.376540 -0.862979 -0.034666
3 C 1.473241 -0.669468 -0.356243
4 C -2.308998 0.530942 -0.107770
5 C 0.725129 1.440157 -0.762537
6 C -1.006961 0.241967 0.664907
7 N 1.983435 -1.865742 -0.093987
8 N -0.308307 -2.178293 0.205828
9 N 1.853908 0.640305 -0.533575
10 N -0.203389 1.550718 0.414345
11 O -2.356153 1.552081 -0.717452
12 Cl 3.399218 1.275700 -0.014492
13 H 1.226717 -3.645733 0.325988
14 H -3.161733 -0.267256 -0.104071
15 H 1.109736 2.483802 -1.151705
16 H 0.058867 1.052675 -1.576922
17 H -1.126918 0.047303 1.827359
18 H -1.061711 -2.781576 0.595134
19 H 0.300399 1.904293 1.249797
20 H -1.160640 2.207855 0.007469

Atoms 1-3, force components in eV/Å:
C 4.4 0.0 -0.5
C 3.9 1.6 -1.6
C -2.6 0.7 0.2

The spin multiplicity is 3. The net charge is +1. As for the frontier orbital gap (alpha / beta): 5.49 / 8.24 eV. Its highest occupied orbital energy (alpha / beta) is -9.47 / -13.51 eV. Its expectation value of S² is 2.026.


For reference, max |F| by record: 1.54, 9.66, 1.48, 2.73, 0.92, 4.54 eV/Å.